No. 1
This record from the OMol25 dataset describes 8 unconnected molecules or ions with the total composition C54H59F7NO8PS2 at a distorted geometry. The level of theory is the ωB97M-V functional and the def2-TZVPD basis.

Properties
Net charge: 0
LUMO energy (hartree): -0.0212
SMILES: O=[P@](O)(OCCCSC(=S)N1CCOCC1)OCOCOCCO.Fc1ccccc1.Fc1ccccc1.Fc1ccccc1.Fc1ccccc1.Fc1ccccc1.Fc1ccccc1.Fc1ccccc1
Kohn-Sham gap (eV): 8.09
HOMO level (eV): -8.668

Structure (XYZ):
```
132
Properties=species:S:1:pos:R:3:forces:R:3
O 5.10431 1.40009 2.50967 -0.1 -1.6 -2.4
P 4.89213 0.50394 1.31232 -0.1 3.0 2.9
O 3.62723 -0.51459 1.65914 1.7 0.9 -1.7
O 6.29660 -0.30633 0.93855 -2.9 0.2 0.3
C 6.18732 -1.73243 1.11788 0.8 -1.4 -1.0
C 5.68330 -2.38285 -0.21453 0.7 -0.1 0.5
C 6.12236 -3.88426 -0.34782 -0.3 1.4 0.0
S 5.15919 -5.03537 0.71787 -0.4 0.1 -0.6
C 3.37941 -4.59387 0.42466 0.2 0.0 -0.6
S 2.69803 -3.43607 1.39364 0.4 -1.2 -0.3
N 2.74012 -5.30177 -0.61680 0.7 1.8 2.3
C 1.28542 -5.10732 -0.64763 -1.0 -0.4 -1.4
C 0.81089 -3.85540 -1.48534 -0.9 -0.7 0.6
O 1.56008 -3.65545 -2.68664 0.3 0.1 0.2
C 2.95801 -3.66298 -2.44016 0.6 -0.5 0.2
C 3.35426 -5.08566 -1.93403 -0.4 -0.2 -0.8
O 4.41996 1.39951 -0.00446 0.6 -2.9 1.6
C 4.17099 0.56968 -1.15229 0.1 0.5 -1.0
O 3.12421 1.15553 -1.89172 0.2 -1.0 0.0
C 2.02124 0.28779 -1.96739 -0.7 0.9 -0.4
O 1.34447 0.35263 -0.73002 0.2 -0.9 -0.5
C 0.20385 -0.50006 -0.75037 -1.2 -0.2 0.7
C 0.05116 -1.08785 0.68377 0.4 0.0 0.6
O -1.16444 -1.84424 0.82528 0.4 0.4 -0.8
H 3.81551 -1.01624 2.46159 0.0 0.0 0.1
H 5.58295 -2.04560 1.99065 0.2 0.3 -0.5
H 7.22022 -2.10737 1.29987 -0.6 0.5 0.0
H 4.58421 -2.25381 -0.29051 0.7 -0.2 0.0
H 6.19423 -1.83233 -1.04017 -0.5 -0.3 0.5
H 7.17450 -3.94789 0.01086 -0.7 -0.2 -0.2
H 6.11275 -4.12923 -1.42838 -0.1 -0.3 0.7
H 0.86585 -5.99585 -1.18268 0.5 0.5 0.3
H 0.82342 -5.14143 0.36120 0.6 0.3 -0.6
H -0.22417 -4.09417 -1.82246 1.0 0.2 0.3
H 0.71949 -2.93476 -0.86530 0.6 -0.8 -0.4
H 3.53888 -3.43592 -3.36202 -0.8 -0.1 0.4
H 3.20459 -2.87920 -1.68434 -0.1 -0.5 -0.3
H 4.44020 -5.29757 -1.95149 -0.6 0.2 0.3
H 2.88732 -5.81301 -2.62301 0.2 0.4 0.5
H 3.87034 -0.46805 -0.89627 0.3 0.7 0.2
H 5.09813 0.57968 -1.77009 -0.6 0.0 0.4
H 1.35009 0.67091 -2.76810 0.5 -0.1 0.3
H 2.30809 -0.75619 -2.24376 0.0 0.5 0.4
H 0.26547 -1.30391 -1.52147 0.1 0.6 0.5
H -0.70310 0.10255 -0.99770 0.5 -0.4 0.2
H 0.06075 -0.25453 1.42432 0.0 -0.3 -0.6
H 0.91727 -1.74268 0.95798 -0.6 0.6 -0.6
H -1.25745 -2.11264 1.74088 0.1 0.1 0.2
F 5.79413 7.72812 4.07192 0.1 0.1 0.0
C 4.86567 6.80610 3.75286 -0.4 -0.4 -0.1
C 5.27208 5.54979 3.33840 0.1 0.0 0.0
C 4.31399 4.59741 3.01404 -0.1 0.1 0.0
C 2.96280 4.91734 3.09852 0.0 0.0 0.0
C 2.56908 6.18496 3.51187 0.2 -0.2 0.0
C 3.52543 7.13537 3.84678 0.0 0.2 0.1
H 6.32869 5.32314 3.27168 0.0 0.0 0.0
H 4.61907 3.60736 2.69549 0.0 0.0 0.1
H 2.21663 4.17524 2.84127 0.0 0.0 0.0
H 1.51678 6.43394 3.57348 0.0 0.0 0.0
H 3.23794 8.12505 4.17889 0.0 0.0 0.0
F 3.67261 -5.89046 -4.54818 0.1 0.0 -0.3
C 4.41036 -5.70429 -5.66120 0.3 0.1 -0.6
C 3.87762 -6.04335 -6.89162 -0.2 -0.1 0.0
C 4.63767 -5.84574 -8.03698 0.2 0.1 0.2
C 5.92222 -5.32217 -7.93745 0.0 0.0 -0.1
C 6.44576 -4.99061 -6.69378 -0.2 -0.1 -0.1
C 5.68415 -5.17730 -5.54732 0.0 0.0 0.2
H 2.87871 -6.45694 -6.94791 0.0 0.0 0.0
H 4.22925 -6.10019 -9.00654 0.0 0.0 0.0
H 6.51482 -5.17279 -8.83146 0.0 0.0 0.0
H 7.44724 -4.58685 -6.61641 0.0 0.0 0.0
H 6.07240 -4.91699 -4.57016 0.0 0.0 0.0
F -2.83988 -1.61798 4.67787 0.0 -0.1 0.0
C -3.40310 -0.49861 4.17699 -0.3 0.5 -0.3
C -4.76424 -0.47539 3.92957 -0.1 -0.2 0.0
C -5.34363 0.67938 3.41689 0.3 0.0 0.0
C -4.55347 1.79202 3.14909 -0.2 -0.2 0.2
C -3.18819 1.75320 3.39854 -0.2 -0.1 0.0
C -2.60944 0.60452 3.91979 0.3 -0.1 0.1
H -5.36174 -1.35476 4.13629 0.0 0.0 0.0
H -6.40883 0.71029 3.22556 0.0 0.0 0.0
H -5.00177 2.68458 2.74879 0.0 0.0 0.1
H -2.57313 2.61851 3.18562 0.0 0.0 0.0
H -1.54716 0.56088 4.12693 0.0 0.0 0.0
F -4.41620 3.75336 1.07963 0.1 0.1 -0.2
C -4.95766 4.87207 0.56012 -0.2 0.6 -0.3
C -6.31292 4.90565 0.28418 -0.1 -0.2 0.1
C -6.86691 6.06213 -0.24956 0.3 0.1 0.0
C -6.05867 7.16397 -0.50980 -0.1 0.0 0.0
C -4.69775 7.11297 -0.23040 -0.3 -0.1 0.1
C -4.14385 5.96228 0.31318 0.2 -0.1 0.1
H -6.92353 4.03422 0.48530 0.0 0.0 0.0
H -7.92730 6.10396 -0.46389 0.0 0.0 0.0
H -6.49148 8.06316 -0.93098 0.0 0.0 0.0
H -4.06995 7.96745 -0.43638 0.0 0.0 0.0
H -3.08771 5.90700 0.54467 0.0 0.0 0.0
F -2.07054 7.49898 -1.48591 0.1 0.1 0.0
C -1.60086 6.56146 -2.33070 0.2 -0.5 -0.4
C -2.02188 6.56410 -3.64822 -0.2 0.2 0.0
C -1.53221 5.59841 -4.51809 0.1 -0.1 0.2
C -0.63748 4.63791 -4.05842 0.0 0.0 0.0
C -0.22721 4.64509 -2.73043 -0.1 0.1 -0.2
C -0.70711 5.61576 -1.86086 0.0 0.0 0.2
H -2.72513 7.31521 -3.98515 0.0 0.0 0.0
H -1.84827 5.59419 -5.55349 0.0 0.0 0.0
H -0.25995 3.88327 -4.73757 0.0 0.0 0.0
H 0.46662 3.89495 -2.37151 0.0 0.1 0.0
H -0.39207 5.64248 -0.82518 0.0 0.0 0.0
F -1.93502 -2.96434 -2.19528 -0.1 0.3 0.0
C -2.79629 -3.86073 -2.70195 -0.5 -0.4 -0.3
C -2.84885 -4.05169 -4.07141 0.2 0.1 -0.1
C -3.73723 -4.98358 -4.59278 -0.1 0.0 0.3
C -4.56762 -5.70427 -3.74147 0.0 0.0 0.0
C -4.50667 -5.49805 -2.36812 0.1 0.1 -0.2
C -3.61208 -4.57455 -1.84262 0.0 0.0 0.2
H -2.19971 -3.47521 -4.71847 0.0 0.0 0.1
H -3.78259 -5.14738 -5.66195 0.0 0.0 0.0
H -5.26273 -6.42743 -4.15019 0.0 0.0 0.0
H -5.15627 -6.05650 -1.70610 0.0 0.0 0.0
H -3.54412 -4.40597 -0.77532 0.0 0.1 0.0
F -8.03960 -0.02875 5.53395 0.0 0.0 -0.1
C -7.47267 0.42228 6.66874 0.3 0.2 0.5
C -6.24382 -0.07957 7.05687 0.1 -0.2 -0.1
C -5.65636 0.38870 8.22458 -0.2 0.2 0.0
C -6.30897 1.34495 8.99500 0.0 0.0 0.0
C -7.54588 1.83708 8.59511 0.2 -0.2 -0.1
C -8.13072 1.37785 7.42171 -0.2 0.1 -0.1
H -5.75537 -0.82858 6.44909 0.0 0.0 0.0
H -4.69108 0.00851 8.53388 0.0 0.0 0.0
H -5.85166 1.70654 9.90783 0.0 0.0 0.0
H -8.05537 2.57873 9.19720 0.0 0.0 0.0
H -9.08951 1.75575 7.08994 0.0 0.0 0.0
```
Forces are in eV/Å.

These are the Löwdin partial charges, in e, on atoms 1 to 2: O -0.2780; P 0.5623

No. 2
This record from the OMol25 dataset describes a molecular structure, C54H59N3O2S2Se3Te2Ti. The level of theory is the ωB97M-V functional and the def2-TZVPD basis.

Properties
Net charge: -1
LUMO energy (spin up / spin down) (hartree): 0.0724 / 0.0626
2S+1: 2
Kohn-Sham gap (spin up / spin down) (eV): 4.96 / 5.78
HOMO level (spin up / spin down) (eV): -2.995 / -4.071

Structure (XYZ):
```
126
Properties=species:S:1:pos:R:3:forces:R:3
Ti -0.84731 0.28529 -1.68747 -0.9 -0.1 -0.1
C 2.49432 -0.36034 4.97234 0.0 0.0 0.0
C 3.43957 0.29461 3.95607 0.0 0.0 0.0
C 4.80395 -0.40179 4.00934 0.0 0.0 0.0
C 3.62588 1.75681 4.35630 0.0 0.0 0.0
C 2.84039 0.15406 2.55909 0.0 0.1 0.0
C 2.53412 1.23804 1.75405 0.0 0.0 0.1
C 1.88860 1.06190 0.54152 0.1 -0.1 0.1
Se 1.37247 2.60538 -0.46327 0.0 0.0 -0.2
C -0.11137 3.02969 0.65887 -0.1 0.1 0.2
C 0.11521 3.86130 1.74362 0.0 0.0 0.0
C -0.89530 4.14205 2.64773 0.0 0.0 0.0
C -2.14791 3.61927 2.36695 0.0 0.0 -0.1
C -2.45655 2.82302 1.26338 0.2 0.1 0.1
C -1.37567 2.46576 0.42604 -0.1 -0.1 -0.2
O -1.48581 1.58872 -0.59004 0.0 -0.1 0.5
C -3.94859 2.49193 1.09705 0.0 0.0 0.0
C -4.31165 1.71052 -0.15433 0.1 -0.1 -0.2
C -4.71874 3.82179 1.02071 -0.1 0.0 0.0
C -4.43911 1.69857 2.31605 -0.1 0.0 0.0
C -0.68525 4.98919 3.90073 0.0 0.0 0.0
C 0.76113 5.46199 4.03968 0.0 0.0 0.0
C -1.59280 6.22312 3.84738 0.0 0.0 0.0
C -1.03533 4.15127 5.13677 0.0 0.0 0.0
C 1.54646 -0.21478 0.08747 -0.2 -0.2 -0.1
O 0.78701 -0.34715 -1.00537 0.0 0.2 -0.3
C 1.99255 -1.34952 0.80265 0.2 0.1 0.2
C 2.57869 -1.11015 2.04197 0.0 0.0 -0.1
C 1.84378 -2.81135 0.35214 0.0 0.1 0.1
C 3.07754 -3.62328 0.78292 0.0 0.0 0.0
C 1.73868 -2.99500 -1.16083 0.0 0.0 -0.1
C 0.59006 -3.40534 1.00653 0.0 0.0 0.0
H 2.89914 -0.26812 5.98186 0.0 0.0 0.1
H 2.35420 -1.41954 4.76268 0.0 -0.1 0.0
H 1.51272 0.11379 4.94922 0.0 0.0 0.0
H 5.23840 -0.31101 5.00665 0.0 0.0 0.1
H 5.49500 0.04065 3.29159 0.0 0.0 0.0
H 4.71700 -1.46236 3.77696 0.0 -0.1 0.0
H 4.03677 1.81176 5.36565 0.0 0.0 0.0
H 2.67767 2.29509 4.35189 -0.1 0.0 0.0
H 4.31366 2.27617 3.68870 0.0 0.0 0.0
H 2.76124 2.24467 2.07180 0.0 0.1 0.0
H 1.10681 4.26480 1.87893 0.1 0.0 0.0
H -2.95931 3.85623 3.04165 0.0 0.0 0.0
H -3.98326 2.19958 -1.07052 0.0 0.0 0.0
H -5.39824 1.60855 -0.19859 0.0 0.0 0.0
H -3.89475 0.70892 -0.16830 0.0 -0.1 0.0
H -4.39400 4.40584 0.15973 0.0 0.0 0.0
H -4.59272 4.43201 1.91429 0.0 0.0 0.0
H -5.78396 3.61260 0.90525 0.0 0.0 0.0
H -3.92626 0.74053 2.40097 0.0 0.0 0.0
H -5.50555 1.49469 2.20694 -0.1 0.0 0.0
H -4.29593 2.23820 3.25292 0.0 0.0 0.0
H 1.06299 6.09810 3.20740 0.0 0.0 -0.1
H 1.45456 4.62234 4.09352 0.0 -0.1 0.0
H 0.86943 6.04225 4.95728 0.0 0.0 0.0
H -1.35980 6.83540 2.97635 0.0 0.0 0.0
H -1.45989 6.83356 4.74269 0.0 0.0 0.0
H -2.64325 5.94342 3.78459 -0.1 0.0 0.0
H -0.39688 3.26965 5.19504 0.0 -0.1 0.0
H -2.06875 3.81023 5.11069 -0.1 0.0 0.0
H -0.89571 4.73829 6.04628 0.0 0.0 0.1
H 2.84412 -1.96606 2.64508 0.0 0.0 0.0
H 3.99247 -3.18798 0.37821 0.0 0.0 0.0
H 2.98567 -4.63982 0.39641 0.0 0.0 0.0
H 3.18969 -3.70084 1.86228 0.0 0.0 0.1
H 2.57817 -2.53443 -1.68813 0.1 0.0 0.0
H 0.82614 -2.57891 -1.56087 -0.1 0.0 0.0
H 1.75330 -4.06486 -1.38065 0.0 0.0 0.0
H 0.64910 -3.35161 2.09472 0.0 0.0 0.1
H 0.47357 -4.45328 0.72043 0.0 0.0 0.0
H -0.30623 -2.87024 0.69137 0.0 0.0 0.0
S -2.32182 -1.06292 3.75406 0.0 0.0 0.1
C -3.41449 -1.28138 5.05180 -0.1 -0.1 0.1
C -4.50014 -2.01792 4.68126 0.2 0.1 0.0
C -4.45383 -2.39719 3.31573 0.1 0.1 0.0
C -3.33821 -1.93092 2.67426 -0.1 -0.1 -0.1
C -2.96781 -2.10154 1.26796 0.0 0.0 0.1
C -2.28742 -1.09874 0.61970 0.0 0.1 -0.1
N -1.88478 -1.18507 -0.66981 0.1 0.0 0.0
C -2.11410 -2.37475 -1.32037 0.0 -0.1 -0.1
C -2.85604 -3.42391 -0.74379 0.0 0.0 0.0
C -3.05992 -4.60185 -1.54526 0.1 0.0 -0.1
C -2.52194 -4.72419 -2.78216 0.0 0.0 0.1
C -1.71731 -3.68316 -3.34328 0.0 0.0 0.0
C -1.07585 -3.76465 -4.57420 0.0 0.1 0.1
C -0.25829 -2.73217 -5.00637 0.0 0.1 0.0
C -0.13786 -1.59538 -4.18039 -0.1 0.0 0.0
N -0.77838 -1.46003 -3.03598 0.3 -0.4 0.0
C -1.53973 -2.50712 -2.59097 0.0 0.0 0.1
C 0.44333 -2.78181 -6.29074 0.0 0.2 0.2
C 1.41962 -1.94807 -6.76151 -0.1 -0.2 -0.1
C 1.85387 -2.29529 -8.06674 0.0 -0.1 0.0
C 1.20379 -3.38100 -8.56392 0.1 0.0 0.0
S 0.05251 -3.98947 -7.45414 0.0 0.0 -0.1
C -3.30161 -3.28896 0.56913 0.1 0.2 -0.2
H -3.20157 -0.86281 6.01986 0.0 0.0 0.1
H -5.30643 -2.26859 5.35146 -0.1 0.0 0.1
H -5.22680 -2.95509 2.81188 -0.1 0.0 -0.1
H -2.06085 -0.15898 1.11245 0.0 -0.1 0.1
H -3.65303 -5.40512 -1.12756 0.0 0.0 0.0
H -2.68210 -5.62398 -3.36251 0.0 0.0 0.0
H -1.20717 -4.65699 -5.17504 0.0 0.0 0.0
H 0.48584 -0.75530 -4.46387 0.0 -0.1 -0.1
H 1.83471 -1.12696 -6.20176 0.1 0.1 0.1
H 2.62172 -1.75654 -8.59700 0.1 0.0 -0.1
H 1.33767 -3.85154 -9.52140 0.0 -0.1 -0.1
H -3.83529 -4.09220 1.05567 0.0 0.0 0.0
Se -3.54939 -0.12746 -3.07519 0.1 0.1 0.2
Te -3.84182 1.66861 -4.74473 -0.1 0.0 -0.1
Te -1.38433 1.33862 -5.77952 0.0 0.0 0.0
Se -0.31610 1.87316 -3.56110 0.4 0.2 -0.3
N 2.90187 0.39600 -3.05537 0.0 0.1 0.0
C 3.55356 0.06107 -4.22376 0.0 0.0 0.0
C 4.28814 -1.12384 -4.33297 0.0 0.0 0.0
C 4.97185 -1.42206 -5.49696 0.0 0.0 0.0
C 4.94980 -0.55229 -6.57945 0.0 -0.1 0.0
C 4.21655 0.62140 -6.47622 0.0 0.1 -0.1
C 3.52203 0.92928 -5.32035 0.0 0.0 0.0
H 2.63588 -0.36715 -2.45105 0.0 0.0 0.0
H 2.13977 1.05425 -3.17767 0.0 -0.1 0.1
H 4.31687 -1.80701 -3.49247 0.0 0.0 0.0
H 5.52799 -2.34890 -5.56006 0.0 0.0 0.0
H 5.48708 -0.78980 -7.48727 0.0 0.0 0.0
H 4.17681 1.31015 -7.31165 0.0 0.0 0.0
H 2.94678 1.84375 -5.24965 0.0 0.0 0.0
```
Forces are in eV/Å.

These are the Löwdin partial charges, in e, on atoms 1 to 2: Ti 0.6542; C -0.0442

Which value of net charge does entry 1 give? 0